ORCA calculation (ωB97M-V/def2-TZVPD) on one molecule with the formula C3H2N2O2 at a distorted geometry.

```
9
Properties=species:S:1:pos:R:3
O -3.10969 -0.80745 -0.02954
C -1.95911 -0.77625 -0.02812
N -0.80506 -1.12562 0.04240
C 0.52829 -0.73886 0.18050
C 1.17645 0.49788 -0.03418
N 0.86325 1.74214 -0.21918
O 0.10937 2.61077 0.22608
H 1.06350 -1.58379 0.08611
H 2.13301 0.18119 -0.22407
```

The SMILES is O=C=N/C=C\N=O. As for the spin multiplicity: 1. For the HOMO energy (spin up / spin down), the calculation gives -0.306 / -0.344 Eh. The energy above the lowest of the compared OMol25 structures with the same formula, charge and spin is 104.9 kcal/mol. The calculation puts the frontier orbital gap (spin up / spin down) at 7.47 / 8.00 eV.

ORCA calculation (ωB97M-V/def2-TZVPD) on one molecule with the formula C3H2N2O2 at a distorted geometry.

```
9
Properties=species:S:1:pos:R:3
O 2.18423 -0.69490 1.69709
C 1.52425 -0.38741 0.79227
C 0.94195 0.02608 -0.35631
N 0.01227 -0.85714 -1.00490
C -1.09254 -0.26671 -0.77694
N -0.98666 0.94821 -0.00200
O 0.37743 1.29195 -0.27086
H -2.07710 -0.63464 -1.04331
H -0.88384 0.57456 0.96496
```

The SMILES is O=C=C1N=CNO1. As for the spin multiplicity: 1. For the HOMO energy, the calculation gives -0.336 Eh. The energy above the lowest of the compared OMol25 structures with the same formula, charge and spin is 95.9 kcal/mol. The calculation puts the frontier orbital gap at 9.19 eV.

ORCA calculation (ωB97M-V/def2-TZVPD) on one molecule with the formula C3H2N2O2 at a distorted geometry.

```
9
Properties=species:S:1:pos:R:3
O 2.19245 0.03465 0.12018
C 0.98098 0.08570 -0.02907
N 0.24299 1.31109 -0.06371
C -1.05321 1.15245 -0.01727
C -1.66009 -0.12179 0.05068
N -1.01926 -1.23825 0.03209
O 0.34480 -1.15719 -0.13157
H -1.76293 1.99360 -0.06936
H -2.70720 -0.22134 0.35581
```

The SMILES is O=c1nccno1. As for the spin multiplicity: 1. For the HOMO energy, the calculation gives -0.395 Eh. The energy above the lowest of the compared OMol25 structures with the same formula, charge and spin is 49.9 kcal/mol. The calculation puts the frontier orbital gap at 9.37 eV.